No. 1
# C13H33BrCuO12S3

C13H33BrCuO12S3 as an isolated structure at a distorted geometry (ωB97M-V/def2-TZVPD, the Open Molecules 2025 dataset).

Values from the calculation:
HOMO-LUMO gap (spin up / spin down): 0.122 / 0.122 hartree
HOMO energy (spin up / spin down): 0.73 / 0.73 eV
ΔE to the lowest compared entry with this formula, charge and spin: 13.8 kcal per mole
total energy: -185768.1183 eV

```
! wB97M-V def2-TZVPD RIJCOSX def2/J DEFGRID3
* xyz -2 2
H 1.26 -2.00 3.08
C -0.90 2.92 -3.21
Cu -0.96 -0.12 0.20
O -0.75 -4.40 1.61
H -1.30 2.06 -3.73
Br 0.65 0.98 2.13
C -3.04 -2.54 4.89
C 3.82 1.67 -0.08
H 3.73 -2.57 -0.24
H -0.72 -2.49 -4.21
O 1.25 -1.16 -0.44
H -3.24 -3.60 4.75
H 1.50 -3.82 3.11
H -2.69 -1.91 2.83
H 2.59 -3.64 -1.15
C 1.49 4.65 -1.95
H -2.17 -3.10 -2.17
S 2.13 -1.37 -1.52
H -0.81 -0.84 -3.71
C -3.58 1.02 1.87
O -2.98 0.61 0.80
C 2.92 4.63 -1.41
H -1.65 3.47 -2.65
O 1.46 2.00 -2.94
O -0.20 1.45 -1.21
H -2.34 -1.72 -4.09
H -0.46 -2.62 -1.82
O -5.85 0.00 1.44
C 3.78 0.15 -0.29
O 1.73 -1.52 -2.87
H -3.97 -1.98 4.87
H -3.34 2.09 2.05
H 1.79 -2.84 1.62
H 3.93 -2.75 -1.96
O 0.71 3.63 -1.31
S -0.49 -3.09 2.12
C -1.45 -2.23 -2.18
O -0.89 -1.93 1.48
O -1.88 -1.25 -1.35
C -2.16 -2.03 3.77
H 4.34 1.91 0.85
H 3.30 -0.31 0.58
C -1.35 -1.79 -3.63
O -1.07 -2.99 3.59
H 2.87 4.69 -0.33
C -5.22 1.05 1.81
H 2.83 2.10 0.05
H -5.48 1.93 1.17
H -5.46 1.31 2.88
H 3.46 5.49 -1.79
C 1.22 -2.95 2.54
H 3.42 3.71 -1.71
H 1.45 4.54 -3.04
H 4.29 2.18 -0.93
H 1.03 5.62 -1.73
H 4.80 -0.26 -0.32
H -2.52 -2.39 5.83
O 3.13 -0.14 -1.51
H -0.37 3.58 -3.90
C 3.19 -2.73 -1.16
H -1.78 -1.04 4.02
S 0.35 2.34 -2.14
H -3.33 0.35 2.72
*
```



No. 2
# C13H33ClIN4P2Ru

C13H33ClIN4P2Ru as an isolated structure at a distorted geometry (ωB97M-V/def2-TZVPD, the Open Molecules 2025 dataset).

Values from the calculation:
HOMO-LUMO gap (spin up / spin down): 0.239 / 0.220 hartree
HOMO energy (spin up / spin down): -11.54 / -14.35 eV
ΔE to the lowest compared entry with this formula, charge and spin: 89.6 kcal per mole
total energy: -61737.3603 eV

```
! wB97M-V def2-TZVPD RIJCOSX def2/J DEFGRID3
* xyz 2 6
C -0.32 0.38 3.80
H 3.11 -2.45 -1.46
Ru -0.29 -2.65 -0.09
H -2.92 0.39 4.01
C 2.28 3.58 -2.52
N -0.07 -1.08 3.57
C 0.83 -4.59 -0.29
H -1.86 -2.54 1.22
C -0.15 -3.75 -3.18
H -0.10 3.59 -3.95
H -0.72 1.71 -2.02
H -1.15 -3.42 -2.84
C -2.58 0.23 2.98
C 0.38 -1.26 2.16
C -1.39 -1.75 3.69
H 1.26 -0.62 2.03
P 0.63 3.72 -1.68
N -0.63 -0.80 1.17
H -0.93 4.63 -0.04
H -1.75 -1.54 4.71
H -1.16 2.60 -0.61
N -2.43 -1.23 2.77
H -1.25 -2.83 3.53
H -1.26 4.51 -3.00
C -0.20 4.35 -3.17
H 2.63 4.52 -2.95
H -1.54 1.04 0.75
H 0.68 4.49 0.62
H -0.23 -4.53 0.18
H 0.61 -2.32 1.90
H -3.28 0.63 2.23
H 0.18 -3.15 -4.05
H 1.59 -4.50 0.49
C -0.28 2.24 -1.16
H 0.12 1.32 -0.69
C -1.93 -1.43 1.40
H 3.12 3.20 -1.94
H -0.76 0.49 4.81
H 0.28 5.86 -0.38
H -2.61 -0.93 0.70
H 2.85 -2.80 -3.21
C 0.13 4.79 -0.28
H 0.80 -5.58 -0.72
C 2.72 -3.19 -2.18
P 0.96 -3.53 -1.76
H 0.64 0.93 3.72
H 3.30 -4.12 -2.07
N -1.28 0.92 2.81
I 1.93 2.28 0.23
Cl 0.43 -1.05 -1.67
H 0.26 5.28 -3.52
H -0.19 -4.80 -3.47
H 0.17 1.16 1.37
H 2.18 2.88 -3.36
C -0.80 0.65 1.44
*
```



No. 3
# C13H33CuO16P3

C13H33CuO16P3 as an isolated structure at a distorted geometry (ωB97M-V/def2-TZVPD, the Open Molecules 2025 dataset).

Values from the calculation:
HOMO-LUMO gap (spin up / spin down): 0.426 / 0.171 hartree
HOMO energy (spin up / spin down): -13.16 / -11.79 eV
total energy: -119280.8402 eV

```
! wB97M-V def2-TZVPD RIJCOSX def2/J DEFGRID3
* xyz 1 3
C -1.16 -0.93 4.25
O 0.14 4.51 -0.18
H 2.66 -3.02 -1.78
C -0.69 4.21 -1.33
O -0.60 1.47 -3.14
O 1.83 -4.69 0.10
C 1.71 -5.93 -0.56
O -2.09 -0.65 -2.93
O -0.67 -4.28 0.25
H -1.26 5.12 -1.52
H -4.52 0.97 -0.74
H -3.24 -0.17 -0.18
O 0.65 -3.40 -1.65
C 0.82 5.32 2.91
H 1.30 -6.61 0.18
O 1.05 4.03 2.30
H -0.63 -0.63 5.16
H -1.20 -2.02 4.18
H -2.52 3.67 3.52
H 1.38 1.95 -3.55
P 0.03 3.48 1.12
O -1.10 -0.42 1.91
H -1.18 -5.28 1.95
O 0.34 2.03 0.81
H 5.25 -0.72 -1.03
C -2.00 3.03 2.80
O -1.46 3.76 1.68
H 5.64 -0.26 0.61
O 3.16 0.28 1.27
H 0.65 0.70 -4.62
H -2.10 -3.90 1.68
C 1.77 -3.11 -2.40
H -1.33 3.34 -1.21
O -0.52 -0.07 -0.95
Cu 0.96 -0.12 0.79
H 1.86 -3.91 -3.13
H -2.76 2.34 2.44
C -1.06 -4.24 1.64
H 2.72 -6.18 -0.88
C -3.47 0.84 -0.51
H 1.03 -6.03 -1.40
H -3.34 1.57 0.30
C -2.95 -0.29 -4.04
H 1.74 -2.17 -2.95
H 5.37 0.91 -0.66
H 1.18 0.36 -2.97
O 1.00 -2.30 0.68
H -0.42 -3.69 2.32
H -1.26 2.47 3.38
H 1.68 5.95 3.12
H -2.17 -0.52 4.22
H -2.54 -0.79 -4.92
H 0.14 5.97 2.35
O 0.72 -0.16 3.04
H -3.97 -0.64 -3.89
H -0.06 4.18 -2.22
O -2.63 1.33 -1.48
C 5.00 -0.02 -0.23
H -2.90 0.77 -4.32
O 2.64 -0.26 -0.78
H 0.28 5.20 3.85
C -0.48 -0.42 2.98
P -1.34 0.47 -2.06
C 0.70 1.10 -3.61
C 3.52 0.02 0.10
P 0.73 -3.55 -0.07
*
```



No. 4
# C13H33F3N5O3

A 3-piece molecular cluster, C13H33F3N5O3 overall at a distorted geometry (ωB97M-V/def2-TZVPD, the Open Molecules 2025 dataset).

Values from the calculation:
HOMO-LUMO gap: 0.232 hartree
HOMO energy: -10.91 eV
total energy: -35752.6117 eV

```
! wB97M-V def2-TZVPD RIJCOSX def2/J DEFGRID3
* xyz 1 1
H 3.95 -1.91 -1.34
H 3.99 -4.80 -4.02
H 4.45 -3.11 -6.33
H 4.09 -1.24 -4.69
H -2.11 1.19 -1.68
N -2.94 0.68 -1.40
H -2.83 2.56 5.02
H -1.66 -2.18 -0.26
H -0.32 4.64 5.42
H -0.30 -0.04 -0.83
O 3.39 -2.50 -3.20
H -1.14 3.53 6.52
C 0.14 -2.63 -1.40
C 4.54 -3.30 -5.26
C -0.23 -0.63 0.08
H -1.13 5.27 6.84
H -3.11 -0.10 -2.02
C 6.02 -3.21 -4.90
H 6.61 -3.77 -5.62
C -2.93 0.45 -0.08
C -5.09 -0.77 -0.13
O -2.11 3.32 3.23
H -0.60 2.25 2.43
F -5.89 0.20 -0.51
H -3.84 -0.35 1.52
H 2.69 -2.25 -5.06
C -0.58 -2.09 -0.17
H -3.30 4.82 6.00
H -0.47 -2.50 -2.29
H 0.34 -3.69 -1.28
C -0.85 2.71 3.39
H -2.25 1.41 1.54
H 3.13 -4.78 -5.38
H 6.37 -2.18 -4.91
C -2.49 4.70 5.27
H -3.91 3.61 4.09
F -4.72 -1.47 -1.19
C -1.19 4.52 6.05
C 4.42 -2.12 -2.30
N -3.90 -0.22 0.52
C 3.66 -2.25 -4.57
H 6.22 -3.64 -3.92
H 1.11 -2.16 -1.55
C -2.87 3.48 4.42
H 4.94 -1.22 -2.65
H -0.05 3.41 3.62
H 5.14 -2.92 -2.15
H -3.31 6.14 4.07
O -1.05 -0.08 1.13
H -0.87 1.93 4.16
H -1.78 5.78 3.71
H -0.29 -2.64 0.73
N -2.41 5.93 4.49
N -1.88 0.99 0.68
N 4.07 -4.67 -5.02
H 0.80 -0.55 0.41
F -5.67 -1.54 0.75
*
```



No. 5
# C13H33INO4Si

A 2-piece molecular cluster, C13H33INO4Si overall (ωB97M-V/def2-TZVPD, the Open Molecules 2025 dataset).

Values from the calculation:
HOMO-LUMO gap: 0.341 hartree
HOMO energy: -11.89 eV
total energy: -39668.0603 eV

```
! wB97M-V def2-TZVPD RIJCOSX def2/J DEFGRID3
* xyz 1 1
Si 0.54 0.08 0.20
H -0.71 1.46 -5.12
C -2.41 2.71 -4.66
O -2.91 0.20 -2.95
C -0.81 -2.26 2.42
H -1.39 -0.57 -4.04
H 1.14 -2.21 -0.43
H 3.13 3.07 2.70
H -4.01 -1.77 2.92
H 4.78 -3.00 2.94
H -1.41 -2.06 0.38
O 1.78 2.10 1.56
H -1.85 3.60 -4.96
H -0.17 -2.93 3.00
H -1.43 1.65 -2.29
H 5.11 -0.84 1.72
C -1.48 1.55 -4.35
H 3.83 -1.78 0.97
H -3.03 2.97 -3.80
O -2.15 -2.56 2.74
H 2.15 1.90 3.59
H 3.09 -2.57 3.26
N -0.76 1.83 -3.05
H -0.76 0.30 -0.50
H -0.40 2.78 -2.98
H -4.78 -0.12 -2.23
C 4.09 -2.16 3.09
H 4.48 1.38 1.66
C -4.32 0.39 -3.08
C -2.16 0.20 -4.14
C 2.68 2.08 2.65
H -2.84 -0.70 2.12
H 1.54 -1.85 1.24
C 4.11 -1.25 1.88
H 0.72 0.63 2.58
C -0.54 -2.45 0.92
I 2.20 0.84 -1.47
H -4.59 1.45 -3.06
H -4.68 -0.06 -4.00
H -2.76 -0.94 3.88
H -3.08 2.44 -5.48
C 0.66 1.25 1.68
H 4.34 0.91 3.37
H -0.25 1.86 1.76
H 0.04 1.19 -2.90
H -2.77 -0.04 -5.01
H -0.49 -3.51 0.69
H 4.41 -1.63 3.98
O 3.17 -0.18 2.04
C 3.78 1.04 2.43
C 0.76 -1.75 0.48
C -2.97 -1.43 2.93
H -0.56 -1.24 2.72
*
```



No. 6
# C13H33NO3S2

A 4-piece molecular cluster, C13H33NO3S2 overall at a distorted geometry (ωB97M-V/def2-TZVPD, the Open Molecules 2025 dataset).

Values from the calculation:
HOMO-LUMO gap: 0.221 hartree
HOMO energy: -6.14 eV
ΔE to the lowest compared entry with this formula, charge and spin: 34.6 kcal per mole
total energy: -43306.8604 eV

```
! wB97M-V def2-TZVPD RIJCOSX def2/J DEFGRID3
* xyz 0 1
H -6.23 1.96 2.41
H 2.33 -5.06 1.27
H 2.33 0.56 -0.69
H 0.42 -2.48 -0.69
O -3.85 0.50 3.48
C 1.06 2.68 2.12
O -1.15 -0.19 0.96
H 2.02 2.48 -2.09
C 1.57 -2.61 -0.77
C -0.77 2.64 4.10
C 1.59 1.20 -3.83
H -0.85 -1.18 -1.83
H -5.11 3.21 2.84
S -0.19 1.56 2.81
C 2.36 0.28 -1.68
C -0.05 -0.39 -1.66
S -3.85 1.13 2.12
H 1.91 -1.77 -0.06
C 2.15 -4.08 1.06
H 3.00 -3.51 1.58
H -0.53 0.67 -2.05
H 1.64 3.05 2.95
H 2.91 -2.21 -2.35
H 3.32 2.01 -2.75
H 2.12 -0.75 -4.12
H 1.51 -4.55 -0.90
H -1.49 2.05 4.74
H -0.92 -0.39 0.14
C -4.66 0.03 1.03
N 1.33 -0.66 -2.20
H 1.30 -2.75 -2.78
C 1.20 -0.39 -3.69
C -5.14 2.48 2.12
C 1.76 -2.12 -2.07
H -5.85 -0.34 1.28
H -3.98 -0.83 0.89
H 1.26 -3.81 1.59
C 2.33 1.58 -2.57
H -0.21 3.28 4.45
H 3.04 -4.11 -0.84
H -4.56 0.41 0.03
H -5.41 2.65 1.03
O 0.55 0.43 3.55
H 0.71 1.85 -3.99
H -0.08 -0.31 -0.62
C 2.03 -3.86 -0.39
H -1.44 3.32 3.74
H 2.25 1.35 -4.65
H 0.72 3.55 1.63
H 3.31 -0.05 -1.95
H 0.47 -0.58 -4.26
H 1.82 2.09 1.57
*
```



No. 7
# C13H33O9PS6

C13H33O9PS6 as an isolated structure at a distorted geometry (ωB97M-V/def2-TZVPD, the Open Molecules 2025 dataset).

Values from the calculation:
HOMO-LUMO gap: 0.303 hartree
HOMO energy: -8.50 eV
ΔE to the lowest compared entry with this formula, charge and spin: 29.3 kcal per mole
total energy: -106738.6187 eV

```
! wB97M-V def2-TZVPD RIJCOSX def2/J DEFGRID3
* xyz 0 1
H 0.19 -4.66 -0.77
H -0.58 0.73 1.20
H -5.16 -0.79 -5.92
O -3.78 1.34 0.61
C 6.92 -1.29 3.93
S -4.97 0.16 -3.71
H -1.79 5.24 -2.17
H -1.50 5.30 -5.27
H 4.30 -1.64 4.90
S -2.58 1.32 -0.59
H 3.75 0.02 5.23
O -4.17 1.31 -4.24
H -6.60 0.15 -5.45
C 0.94 -5.37 -0.43
C 0.76 2.48 1.27
O -2.56 -0.66 2.17
H -3.15 -0.97 -2.66
H -2.09 3.83 -3.23
S 0.10 4.75 -3.57
O -5.05 0.18 2.68
H 1.26 2.44 0.26
S 1.83 -4.63 0.96
H 2.37 2.10 2.84
H -3.27 -1.40 -4.39
C 2.19 0.31 1.55
O 2.61 -3.48 0.42
O 0.99 5.58 -2.72
H 2.93 -1.65 0.54
H -6.36 -1.48 -4.78
O -1.34 2.33 -0.07
H -1.25 2.17 2.10
C 1.55 1.54 2.28
H 1.64 -5.59 -1.24
H -0.01 6.27 -5.40
O -2.03 -0.05 -0.76
C -3.84 -1.22 -3.47
H -1.22 6.67 -4.15
H -2.45 -0.09 2.96
H 7.39 -1.27 4.92
H 5.17 -0.62 6.09
C -5.86 -0.57 -5.11
C -1.36 4.34 -2.59
H 3.66 -5.73 2.01
H 0.83 1.21 3.10
H 3.54 -6.17 0.29
H -4.41 -2.11 -3.20
C -0.72 1.84 1.15
H 0.46 -6.29 -0.10
C 2.50 -0.81 1.16
H -4.55 0.65 3.38
H 6.45 -2.26 3.77
C 2.98 -6.00 1.20
O 4.95 -0.16 2.54
P -3.97 -0.14 1.41
C -0.75 5.86 -4.71
S 5.68 0.02 3.83
S -4.81 -1.52 0.34
H -1.05 3.67 -1.79
H 2.42 -6.89 1.48
C 4.62 -0.62 5.14
H 0.63 3.53 1.68
H 7.67 -1.12 3.17
*
```



No. 8
# C13H34BeClF5IN4O9PS

C13H34BeClF5IN4O9PS as an isolated structure at a distorted geometry (ωB97M-V/def2-TZVPD, the Open Molecules 2025 dataset).

Values from the calculation:
HOMO-LUMO gap: 0.068 hartree
HOMO energy: -6.71 eV
total energy: -93145.0729 eV

```
! wB97M-V def2-TZVPD RIJCOSX def2/J DEFGRID3
* xyz 0 1
H -3.11 5.16 -5.06
F -3.26 1.36 -3.10
H -1.03 -1.35 -2.70
O -2.48 4.36 -3.32
H 2.77 -6.75 8.21
N 0.66 -3.91 0.76
H -2.35 -0.81 -3.78
H -2.00 0.08 -2.30
F 0.94 6.18 -1.83
H -1.16 -5.55 -1.73
H 0.52 2.26 -1.84
H -2.48 7.59 -2.33
N -0.53 5.76 -4.38
H 0.48 4.00 -0.24
C 1.38 -0.13 0.29
H 2.01 -4.70 7.15
N 0.51 -6.18 1.08
C 3.32 -6.42 7.33
O 1.77 -6.04 4.24
H -0.51 4.92 -3.78
H 0.12 -3.78 3.05
S 3.05 -6.18 4.87
O 3.40 -4.82 5.63
F 1.39 1.17 2.37
C 1.00 3.08 0.06
C 0.55 -4.98 1.63
H 2.08 3.24 -0.03
O 0.17 -0.55 0.57
H -3.85 5.89 -3.66
H 0.31 6.31 -4.22
H -2.95 -2.58 -2.44
Cl -0.76 9.72 -3.88
H -0.86 8.09 -2.90
C 0.54 1.91 -0.81
C -2.03 -0.90 -2.75
F 3.23 1.11 1.24
N 0.50 -4.72 2.95
F 2.56 -0.65 2.31
O -2.12 -4.22 0.60
H -0.49 1.62 -0.57
O 4.18 -6.59 4.14
O -2.95 -1.72 -2.01
H -0.15 -5.31 3.45
H 4.38 -6.62 7.47
H 0.80 -3.07 1.32
H -1.95 7.25 -4.84
H 2.10 -0.90 -0.08
C -0.57 -4.62 -1.72
C -2.91 5.49 -4.04
O 2.88 -7.12 6.16
H 0.77 2.92 1.11
H -3.67 4.98 -1.70
H -0.85 -4.01 -2.58
H -1.92 4.77 -1.38
P -0.80 -3.62 -0.19
H -2.78 -3.51 0.57
Be 1.19 6.81 -0.35
H 3.68 -4.29 7.62
C -1.55 7.21 -2.75
O 1.42 0.80 -0.81
H -1.09 6.55 -2.02
H -0.53 5.42 -5.34
H 0.48 -4.90 -1.87
I 0.37 -7.93 2.10
H -2.95 3.35 -1.60
C -2.78 4.38 -1.92
C -1.79 6.51 -4.05
H 0.53 -6.23 0.07
C 3.07 -4.96 7.02
C 2.12 0.39 1.56
*
```